1.
Formula: C4H10O
Source: OMol25
Level of theory: ωB97M-V/def2-TZVPD

## Properties
SMILES ... C=CC.CO
LUMO level ... 0.0358 Ha
Frontier orbital gap ... 0.3842 hartree

Structure (XYZ):
```
15
Properties=species:S:1:pos:R:3:forces:R:3
C 1.3282 1.7241 -0.4537 0.27 -5.29 -0.97
C 1.2592 0.3902 -0.8181 -1.18 3.30 -0.71
C 0.2106 -0.1300 -1.8097 -1.61 0.89 -1.43
H 2.0357 2.0528 0.2321 1.14 0.65 1.03
H 0.7132 2.3675 -0.9579 -1.59 1.81 -0.81
H 1.9953 -0.3018 -0.4985 0.43 -0.61 0.62
H 0.4483 -1.1111 -2.2196 -0.03 -0.29 0.59
H 0.0713 0.4351 -2.8243 0.67 -0.23 1.96
H -0.8762 -0.1246 -1.4125 1.86 -0.25 -0.20
C -1.0909 -1.2788 1.8591 -0.05 0.95 -0.25
O -1.8611 -0.1787 1.3187 0.53 0.94 0.64
H -1.8726 -1.8876 2.3518 0.60 -0.75 -1.20
H -0.4888 -1.0429 2.7613 0.17 0.47 -0.79
H -0.4334 -1.6054 0.9777 -1.03 -0.53 1.70
H -1.4388 0.6912 1.4936 -0.19 -1.07 -0.17
```
Positions in Å, forces in eV/Å.

2.
Formula: C39H47N7O4ReS2
Source: OMol25
Level of theory: ωB97M-V/def2-TZVPD

## Properties
LUMO level (spin up / spin down) ... -0.2915 / -0.2604 Ha
Frontier orbital gap (spin up / spin down) ... 0.1969 / 0.2285 hartree
Net charge ... +2
Multiplicity ... 2

Structure (XYZ):
```
100
Properties=species:S:1:pos:R:3:forces:R:3
Re 0.2303 0.2647 1.2370 -2.52 2.61 0.05
C -3.7630 2.9059 -3.0868 0.08 0.11 0.10
C -2.7252 3.6571 -2.2623 0.10 0.13 -0.72
N -2.6031 3.0882 -0.9288 0.42 -0.39 0.15
C -3.2621 3.7953 0.1457 -0.52 0.30 0.72
C -4.7847 3.7097 0.1309 0.28 0.00 -0.08
C -1.8134 2.0490 -0.7552 0.30 -0.02 -0.02
S -1.9307 1.1271 0.7509 1.35 -1.22 0.82
N -1.0967 1.5986 -1.7571 -0.13 -0.03 -0.71
C 0.0543 0.9596 -1.7542 -1.13 0.53 0.07
O 0.7987 0.8403 -0.7334 0.87 -0.51 1.21
C 0.4933 0.3856 -3.0291 0.28 -0.22 -0.18
C 1.7896 -0.1176 -3.1546 -0.15 0.07 0.11
C 2.1719 -0.7474 -4.3220 0.04 -0.05 -0.03
C 1.2672 -0.8820 -5.3642 -0.02 0.07 -0.02
C -0.0077 -0.3438 -5.2608 -0.01 -0.06 -0.04
C -0.3981 0.2917 -4.0992 0.12 0.07 0.17
H -3.6603 3.1825 -4.1294 -0.03 0.03 -0.20
H -4.7700 3.1508 -2.7685 -0.15 -0.05 0.01
H -3.6158 1.8340 -2.9929 0.02 -0.14 -0.06
H -3.0035 4.7039 -2.1554 0.08 0.01 0.05
H -1.7539 3.5963 -2.7531 -0.08 0.16 0.10
H -2.9592 4.8435 0.0602 0.09 -0.15 0.07
H -2.8679 3.4296 1.0932 0.06 0.20 -0.20
H -5.1937 4.0510 -0.8153 -0.09 0.01 -0.05
H -5.1668 4.3687 0.9071 -0.07 0.02 0.06
H -5.1302 2.6961 0.3241 -0.06 -0.10 -0.03
H 2.4931 0.0137 -2.3448 0.03 -0.03 0.05
H 3.1768 -1.1236 -4.4276 0.14 -0.06 0.00
H 1.5634 -1.3862 -6.2700 0.05 -0.04 -0.14
H -0.6929 -0.4166 -6.0900 -0.08 -0.03 -0.09
H -1.3819 0.7245 -4.0010 -0.07 -0.01 -0.02
C 3.5256 -2.5758 3.6948 0.04 -0.10 0.12
C 4.1537 -1.4959 2.7970 0.75 -0.70 0.51
C 3.0829 -0.7913 2.1931 -0.94 0.81 -0.83
N 2.1385 -0.3218 1.7362 0.81 -0.53 0.47
H 4.3079 -3.1376 4.1934 0.08 -0.05 0.02
H 2.9249 -3.2624 3.1027 0.02 -0.06 -0.05
H 2.8881 -2.1252 4.4512 -0.01 0.04 0.06
H 4.7656 -1.9475 2.0106 -0.03 0.09 -0.02
H 4.7831 -0.8132 3.3734 -0.08 0.06 -0.10
O -0.5562 3.6153 1.3436 0.33 -0.17 0.32
C 0.5697 3.1850 1.5377 -0.09 2.48 -1.17
O 0.8129 2.0351 2.0704 -0.41 -3.66 0.06
C 1.8035 3.9436 1.1450 -0.35 -0.13 0.09
C 1.9592 5.2817 1.4811 0.10 -0.10 -0.08
C 3.1220 5.9397 1.1116 -0.13 0.08 0.04
C 4.0966 5.2803 0.3811 0.07 0.03 0.02
C 3.9190 3.9552 0.0174 -0.03 -0.08 -0.06
C 2.7755 3.2786 0.4053 0.12 0.04 0.13
H 1.1947 5.7922 2.0451 -0.11 0.04 0.05
H 3.2603 6.9729 1.3916 0.03 0.08 0.02
H 5.0010 5.7994 0.0996 0.04 0.04 -0.04
H 4.6716 3.4476 -0.5667 0.08 -0.03 -0.05
H 2.6272 2.2448 0.1231 0.04 -0.02 0.02
N -2.6618 -1.3570 4.5692 -0.21 0.25 0.06
C -1.9139 -0.4156 4.0080 0.04 -0.11 -0.28
S -0.4163 -0.9443 3.3291 0.79 0.47 -0.68
N -2.2798 0.8523 3.9692 0.14 0.13 0.01
C -3.5446 1.3720 4.3618 -0.64 0.13 0.07
C -4.1477 1.0513 5.5724 0.17 0.08 -0.05
C -5.4127 1.5464 5.8544 -0.08 -0.01 -0.06
C -6.0643 2.3670 4.9476 -0.02 0.00 0.02
C -5.4459 2.7107 3.7558 0.03 -0.03 0.10
C -4.1903 2.2131 3.4660 0.04 -0.10 0.07
H -2.3501 -2.3138 4.5486 0.00 0.05 -0.04
H -3.5666 -1.1374 4.9624 0.08 -0.05 0.04
H -1.6758 1.4876 3.4543 0.06 -0.19 0.16
H -3.6224 0.4657 6.3112 0.06 -0.07 0.12
H -5.8947 1.2849 6.7844 0.03 0.02 0.09
H -7.0504 2.7458 5.1662 -0.08 0.01 0.07
H -5.9493 3.3516 3.0487 -0.02 0.07 -0.04
H -3.7011 2.4497 2.5396 0.03 0.06 -0.19
C 1.4136 -6.1595 -3.5590 -0.03 0.32 -0.02
C 1.6072 -4.6539 -3.3694 -0.36 -0.29 -0.22
N 2.7415 -4.3168 -2.5327 -0.04 0.15 0.14
C 4.0773 -4.5049 -3.0886 0.44 -0.10 0.15
C 4.7441 -5.7964 -2.6287 -0.08 0.18 -0.07
C 2.6530 -3.7155 -1.3381 -0.23 0.02 -0.23
O 3.6181 -3.3358 -0.6913 0.25 0.14 0.30
C 1.2898 -3.4103 -0.7612 -0.17 0.01 0.29
C 0.2887 -4.3269 -0.4547 0.20 0.42 -0.04
C -0.8589 -3.8598 0.1700 0.02 0.23 -0.02
C -0.9489 -2.5259 0.5213 -0.58 -0.42 0.24
N 0.0505 -1.6606 0.3194 0.25 0.02 -0.10
C 1.1258 -2.0990 -0.3370 0.59 -0.25 -0.43
H 0.4720 -6.3311 -4.0764 -0.03 -0.08 -0.07
H 1.3862 -6.6809 -2.6042 0.00 -0.05 0.08
H 2.2136 -6.5840 -4.1602 0.03 -0.07 -0.01
H 0.7057 -4.2158 -2.9338 0.15 0.01 -0.19
H 1.7604 -4.1915 -4.3519 -0.09 0.06 0.16
H 4.6874 -3.6593 -2.7586 -0.08 -0.06 -0.18
H 3.9927 -4.4830 -4.1758 -0.06 0.04 0.02
H 4.8953 -5.7839 -1.5535 0.00 0.00 0.12
H 5.7143 -5.8866 -3.1073 0.14 -0.05 -0.04
H 4.1517 -6.6668 -2.8916 -0.04 -0.12 -0.02
H 0.3985 -5.3741 -0.6866 0.01 -0.14 -0.11
H -1.6700 -4.5333 0.3938 -0.13 0.02 0.04
H -1.8323 -2.1305 1.0027 0.03 -0.04 0.04
H 1.9285 -1.3976 -0.5232 -0.14 0.02 0.05
```
Positions in Å, forces in eV/Å.

3.
Formula: C3H6N2O2
Source: OMol25
Level of theory: ωB97M-V/def2-TZVPD

## Properties
SMILES ... CO[C@]12NO[C@H]1N2
LUMO level ... 0.0370 Ha
Frontier orbital gap ... 0.3873 hartree

Structure (XYZ):
```
13
Properties=species:S:1:pos:R:3:forces:R:3
C 1.7077 -0.4284 -0.9679 0.12 -0.02 -0.25
O 1.2156 -0.3940 0.3674 -0.10 0.00 0.14
C -0.0836 -0.0453 0.4617 0.11 0.04 -0.04
N -1.1140 -0.7888 -0.2784 -0.03 -0.27 0.10
O -1.9745 0.3927 -0.2568 -0.16 0.05 -0.06
C -0.9456 1.1480 0.3610 0.08 0.39 -0.06
N -0.5706 0.5940 1.6444 -0.09 -0.14 0.10
H 2.7890 -0.5451 -0.8909 -0.13 0.01 -0.01
H 1.4744 0.5050 -1.4923 0.02 -0.08 0.08
H 1.2809 -1.2662 -1.5256 0.04 0.10 0.06
H -1.5730 -1.4889 0.3102 0.07 0.04 -0.06
H -0.8775 2.2062 0.1422 0.00 -0.15 0.03
H -1.3288 0.1108 2.1251 0.07 0.05 -0.03
```
Positions in Å, forces in eV/Å.

4.
Formula: C41H57NO35S2
Source: OMol25
Level of theory: ωB97M-V/def2-TZVPD

## Properties
SMILES ... C[C@@H](COC(=O)CS[C@@H]1CNC(=O)C1)OC(=O)CS.O=C1OCCO1.O=C1OCCO1.O=C1OCCO1.O=C1OCCO1.O=C1OCCO1.O=C1OCCO1.O=C1OCCO1.O=C1OCCO1.O=C1OCCO1.O=C1OCCO1
LUMO level ... 0.0128 Ha
Frontier orbital gap ... 0.3210 hartree

Structure (XYZ):
```
136
Properties=species:S:1:pos:R:3:forces:R:3
C 7.3601 -0.4634 0.3245 -0.01 -0.42 -0.57
C 6.7273 -0.5952 -1.0602 -1.10 -0.48 0.35
C 5.2119 -0.7839 -0.8321 0.57 0.69 0.05
O 4.5831 -1.4531 -1.9460 -0.22 0.29 0.80
C 3.5996 -0.6210 -2.4588 -1.15 -3.45 2.20
O 3.8550 0.2660 -3.1370 0.96 3.64 -2.84
C 2.1770 -0.9942 -2.0580 -0.25 -0.57 -0.06
S 1.5583 0.2724 -0.9039 0.01 0.70 0.41
C -0.2329 0.3336 -1.2287 -0.07 -2.05 -1.63
C -0.7554 1.2669 -2.3619 -0.83 -0.74 2.72
N -1.3377 2.3669 -1.5628 1.07 0.92 -0.52
C -1.3077 2.1434 -0.2031 -0.07 -2.90 -1.78
O -1.3747 2.9611 0.6433 -0.21 1.94 1.94
C -1.1894 0.6007 -0.0598 0.99 0.76 -0.74
O 6.8466 0.5718 -1.9167 0.40 -0.49 -0.04
C 7.6697 1.5387 -1.4578 1.87 -1.73 -1.29
O 7.2720 2.5066 -0.9540 -1.58 2.95 1.41
C 9.1822 1.3837 -1.6666 0.25 -0.69 0.42
S 9.7202 2.0993 -3.2557 -0.07 -0.08 -0.40
H 7.1356 -1.3878 0.8480 0.07 -0.03 -0.09
H 6.8542 0.3224 0.8892 0.31 0.12 -0.06
H 8.4479 -0.3746 0.3250 -0.14 0.36 -0.03
H 7.0553 -1.4726 -1.6291 0.36 0.21 0.13
H 4.8192 0.2359 -0.7264 -0.06 -0.15 -0.08
H 5.0081 -1.2721 0.1270 0.04 -0.46 -0.38
H 2.1488 -1.9828 -1.5955 0.05 0.16 0.07
H 1.5848 -1.0534 -2.9766 -0.01 0.34 0.13
H -0.4257 -0.6688 -1.6390 0.09 -0.02 0.50
H -0.0037 1.5667 -3.0650 -0.03 -0.02 -0.18
H -1.6105 0.7036 -2.7510 0.36 0.26 -0.84
H -1.0375 3.2919 -1.8404 -0.37 0.04 0.01
H -0.8414 0.2224 0.8957 -0.20 0.15 0.05
H -2.1078 0.1138 -0.4031 -0.18 0.23 0.50
H 9.6514 1.9439 -0.8588 -0.04 -0.03 -0.08
H 9.4812 0.3275 -1.5611 -0.06 0.49 -0.35
H 10.8129 2.8203 -2.9129 -0.41 -0.29 0.34
O 6.6478 6.9755 -6.4028 -0.02 -0.04 0.01
C 6.6473 5.8827 -5.9366 0.03 0.02 0.02
O 6.6847 5.6126 -4.6036 0.01 -0.02 -0.49
C 6.4387 4.2128 -4.4412 -0.15 -0.24 0.54
C 6.8516 3.6480 -5.7687 0.14 -0.51 -0.20
O 6.6109 4.7335 -6.6673 -0.03 0.32 0.33
H 7.0199 3.8072 -3.6156 0.04 0.22 0.04
H 5.3769 4.0624 -4.2343 0.01 0.02 -0.04
H 7.9129 3.3917 -5.8019 -0.01 0.05 0.03
H 6.2670 2.7747 -6.0501 -0.04 0.12 -0.16
O -0.7448 3.0627 -4.2677 -0.04 0.67 -0.45
C -0.4647 4.2133 -4.4000 0.02 -0.12 -0.17
O -1.2849 5.2438 -4.0744 0.21 -0.16 -0.04
C -0.5185 6.4495 -4.1532 -0.05 0.37 0.12
C 0.5888 6.0710 -5.1056 0.22 0.29 -0.18
O 0.7144 4.6633 -4.8901 -0.28 -0.01 0.13
H -1.1282 7.2725 -4.5187 -0.16 -0.16 0.01
H -0.1479 6.6974 -3.1565 0.02 -0.05 -0.02
H 0.3225 6.2453 -6.1499 -0.04 -0.04 0.03
H 1.5246 6.5813 -4.8895 0.07 -0.21 0.03
O 6.3285 -1.4498 2.8142 -0.13 -0.06 0.40
C 6.8251 -0.6991 3.5911 -0.05 -0.10 0.00
O 6.6937 0.6500 3.5426 0.07 -0.27 0.07
C 7.2348 1.1842 4.7517 0.01 0.36 0.17
C 8.1942 0.1030 5.1856 0.32 0.07 0.24
O 7.6015 -1.0763 4.6376 -0.16 0.17 -0.18
H 7.7264 2.1368 4.5679 -0.07 -0.04 -0.20
H 6.4220 1.3357 5.4649 0.00 -0.05 -0.02
H 9.1902 0.2290 4.7563 -0.04 -0.01 -0.05
H 8.2818 0.0257 6.2671 -0.08 -0.20 -0.04
O -1.4789 -2.3664 0.7684 -0.03 -0.06 0.01
C -2.6354 -2.4740 0.5127 0.07 -0.04 -0.02
O -3.1237 -2.7924 -0.7108 0.04 0.24 0.32
C -4.5304 -3.0445 -0.5653 -0.17 -0.24 -0.33
C -4.8716 -2.2707 0.6807 -0.31 0.25 0.02
O -3.6413 -2.2855 1.4080 0.17 -0.07 -0.26
H -5.0791 -2.6998 -1.4405 0.22 0.08 -0.06
H -4.6965 -4.1148 -0.4381 0.26 0.55 -0.16
H -5.1407 -1.2325 0.4669 0.05 0.00 0.02
H -5.6686 -2.7316 1.2589 0.20 -0.10 0.14
O 10.9786 -0.7128 1.3773 -0.04 -0.03 -0.08
C 11.1704 -1.5409 0.5471 0.00 0.11 0.19
O 12.1075 -2.5169 0.6319 -0.23 0.19 -0.14
C 11.8762 -3.4380 -0.4358 0.12 -0.35 -0.07
C 11.1377 -2.5932 -1.4444 -0.05 -0.11 -0.42
O 10.4740 -1.6322 -0.6187 0.26 -0.17 0.20
H 12.8158 -3.8286 -0.8199 0.08 0.12 0.16
H 11.2730 -4.2675 -0.0614 -0.03 0.05 0.01
H 11.8100 -2.0682 -2.1259 0.01 0.02 0.05
H 10.4188 -3.1646 -2.0274 -0.14 0.14 0.09
O -5.7431 -5.4972 0.1151 -0.38 -0.56 0.15
C -5.3230 -6.3104 0.8859 -0.16 -0.13 0.16
O -4.9990 -7.5792 0.5609 -0.04 0.33 0.02
C -4.3460 -8.1637 1.6952 0.21 -0.28 0.12
C -4.8674 -7.3238 2.8333 0.08 -0.27 0.52
O -5.1288 -6.0681 2.1961 0.03 0.02 -0.39
H -4.6050 -9.2152 1.7919 -0.13 0.05 -0.18
H -3.2653 -8.0752 1.5674 -0.04 0.06 -0.06
H -5.7985 -7.7032 3.2475 0.03 -0.01 -0.06
H -4.1450 -7.2100 3.6374 -0.05 0.22 -0.03
O -6.9422 3.3466 -2.2806 0.01 0.02 0.06
C -6.0888 3.7024 -1.5323 -0.01 -0.07 -0.08
O -5.1259 2.8951 -1.0229 -0.24 0.27 -0.06
C -4.1648 3.7254 -0.3564 0.23 0.00 0.17
C -4.9712 4.9555 -0.0288 0.12 0.19 0.29
O -5.9525 4.9742 -1.0719 0.02 -0.27 -0.07
H -3.7720 3.2322 0.5269 -0.08 -0.14 -0.08
H -3.3426 3.9320 -1.0399 -0.06 -0.02 -0.03
H -5.4814 4.8817 0.9330 0.01 0.00 -0.02
H -4.3740 5.8642 -0.0412 -0.14 0.06 -0.12
O -6.2812 -8.1688 5.6939 -0.08 -0.04 -0.09
C -7.4269 -8.2231 5.3757 0.02 0.09 0.16
O -7.8608 -8.5630 4.1326 0.06 0.06 0.28
C -9.2807 -8.7299 4.1958 -0.35 -0.13 -0.31
C -9.6533 -7.8893 5.3907 -0.37 0.19 0.04
O -8.4689 -7.9462 6.1944 0.19 -0.14 -0.26
H -9.7534 -8.3895 3.2770 0.20 0.08 -0.03
H -9.5045 -9.7888 4.3408 0.06 0.01 0.05
H -9.8497 -6.8490 5.1250 0.05 -0.03 -0.05
H -10.5090 -8.2839 5.9336 0.15 -0.02 0.16
O -10.8608 -5.6947 2.1739 0.05 -0.01 0.03
C -10.1916 -4.7829 1.8054 -0.03 -0.01 -0.07
O -10.4832 -3.9904 0.7413 0.14 -0.15 0.30
C -9.5759 -2.8834 0.7583 -0.05 0.27 -0.14
C -8.4118 -3.4339 1.5420 0.49 0.18 -0.10
O -9.0309 -4.3990 2.3940 -0.27 -0.01 -0.14
H -9.3037 -2.5875 -0.2523 -0.14 -0.17 -0.05
H -10.0562 -2.0387 1.2566 -0.02 -0.06 0.03
H -7.6839 -3.9423 0.9051 -0.04 -0.06 0.02
H -7.9024 -2.6699 2.1263 -0.08 -0.14 0.19
O -4.4309 7.9039 3.5722 -0.07 -0.01 -0.05
C -5.5257 8.0309 3.1349 0.19 0.00 0.10
O -6.3214 9.1131 3.3445 0.05 -0.29 -0.10
C -7.4507 8.9987 2.4782 -0.24 0.25 -0.09
C -7.5198 7.5136 2.2209 -0.32 -0.21 -0.17
O -6.1556 7.1097 2.3539 0.00 0.29 0.12
H -8.3470 9.3861 2.9576 0.14 0.05 0.14
H -7.2574 9.5727 1.5694 0.03 -0.04 0.00
H -8.1180 6.9858 2.9667 0.04 0.04 0.03
H -7.8992 7.2746 1.2294 0.19 -0.09 -0.02
```
Positions in Å, forces in eV/Å.